This record from OMol25 describes C37H40AsBr2F6N9O4Ti as an isolated structure. The level of theory is ωB97M-V with the def2-TZVPD basis set.

```
! RIJCOSX wB97M-V def2-TZVPD def2/J DEFGRID3
* xyz 3 2
C 2.801 1.060 -1.606
C 3.552 2.436 2.204
C 4.853 2.910 2.271
C -2.321 3.531 -2.003
C -2.162 2.104 1.484
H 5.040 -1.056 -0.241
O 0.323 3.276 1.161
H 2.344 4.457 -0.242
N -3.977 -0.494 -1.115
C -5.393 -0.885 -1.107
C -2.009 2.300 0.021
H -3.387 -4.030 -3.506
C -2.750 2.846 3.670
C -3.134 -0.893 -0.155
F -1.834 -4.163 0.505
O 6.886 5.393 0.803
C -2.563 -2.800 -1.972
F 0.174 -4.632 -0.600
C -0.285 -1.961 -2.242
H -2.070 1.549 5.256
H 4.751 -1.633 1.979
H 3.217 1.676 2.897
C -3.188 -2.051 2.014
N -1.789 -1.145 -0.418
C -1.530 0.836 3.314
H -1.026 2.918 -3.618
C -1.533 -1.916 -1.532
C 0.861 -2.774 -4.286
H -3.857 -2.905 1.899
H 5.568 2.526 2.986
N -1.103 1.498 -0.574
N 2.860 -1.437 1.049
C 2.096 -2.528 -3.707
H -3.821 -0.440 -3.209
As -0.433 -5.077 0.918
Br -3.159 4.884 -2.961
C -0.781 1.731 -1.854
N 6.630 4.408 1.455
N 1.150 -0.965 -0.502
F 1.078 -5.752 1.278
H -2.516 0.389 -2.351
H 3.508 1.887 -1.612
H -3.227 3.929 1.886
C 2.472 -0.778 -0.031
H 4.216 0.041 1.698
H -5.618 -1.324 -2.080
H 1.935 -2.656 2.485
N 3.289 0.057 -0.666
H -5.625 -0.722 1.679
H -3.432 3.894 -0.207
C -2.671 3.290 -0.679
H 3.461 -0.935 2.967
F -0.129 -1.241 1.924
H -2.174 -2.371 1.829
H 1.837 1.440 -1.288
H 3.120 -1.902 -1.974
C -1.336 2.749 -2.597
H 5.046 -0.152 -1.758
H -4.855 0.697 0.934
C 4.746 -0.123 -0.709
C 5.230 3.915 1.402
H -5.583 -1.633 -0.343
H -4.131 1.117 -2.428
H -6.049 -0.029 -0.959
Ti -0.258 -0.026 0.661
C -0.305 -2.602 -3.531
H 4.705 5.287 -0.146
H -3.277 -1.682 3.033
C 1.252 2.515 1.207
C 2.663 2.979 1.283
H 3.052 -3.490 1.388
H 1.457 -2.979 0.809
C -4.698 -0.158 1.585
N -1.556 1.006 1.982
C 0.997 -1.589 -1.726
O 1.080 1.163 1.170
C 4.360 4.486 0.492
H 2.732 0.651 -2.617
H 5.258 0.711 -0.228
H -1.017 -0.046 3.674
C -2.116 1.722 4.190
H 3.009 -2.783 -4.228
C 3.057 4.017 0.443
Br -3.531 4.096 4.797
F -0.415 -4.264 2.392
C 2.284 -2.719 1.457
F -1.278 -6.505 0.950
C -3.578 0.180 -2.345
H 0.791 -3.183 -5.285
O 7.400 3.777 2.142
H -1.447 -3.638 -5.032
C 2.151 -2.000 -2.440
H -0.058 1.059 -2.303
C -2.557 -3.407 -3.200
H -4.421 0.200 2.578
C -1.464 -3.220 -4.034
C -2.775 3.036 2.292
C 3.896 -0.957 1.967
H -3.388 -2.995 -1.302
N -3.593 -0.982 1.094
*
```

The gap between HOMO and LUMO (spin up / spin down) is 6.51 / 6.04 eV. As for the expectation value of S²: 0.783. The calculation puts the calculated total energy at -300942.95814 eV. For the largest force on an atom, the calculation gives 0.01740 hartree/bohr. The relative energy (zero: lowest compared OMol25 entry of this formula, charge and spin) comes out at 0.851 eV.

These are the Mulliken partial charges, in e, on atoms 1 to 99:
1. C -1.1270
2. C -0.1985
3. C -0.6524
4. C -1.0483
5. C 0.8465
6. H 0.5072
7. O -0.4063
8. H 0.5732
9. N 0.7493
10. C -1.2222
11. C 0.7501
12. H 0.5445
13. C -0.6565
14. C -2.4036
15. F -0.3951
16. O -0.5692
17. C -0.4244
18. F -0.2500
19. C -0.4126
20. H 0.5669
21. H 0.3130
22. H 0.9059
23. C -0.9167
24. N 1.6505
25. C -0.9151
26. H 0.5875
27. C 1.0100
28. C -1.0537
29. H 0.2877
30. H 0.5467
31. N 1.8495
32. N 0.5314
33. C -1.1388
34. H 0.4374
35. As 1.5758
36. Br -0.0020
37. C -0.6635
38. N 0.9857
39. N 1.6926
40. F -0.4200
41. H 0.1334
42. H 0.5823
43. H 0.6068
44. C -0.6835
45. H 0.7110
46. H 0.4011
47. H 0.3928
48. N 0.7532
49. H 0.4164
50. H 0.6416
51. C -0.7662
52. H 0.3603
53. F -0.6379
54. H 0.0246
55. H 0.0677
56. H 0.6452
57. C -0.8307
58. H 0.4508
59. H 0.3946
60. C -1.3386
61. C -0.1447
62. H 0.3781
63. H 0.4767
64. H 0.3966
65. Ti -0.2152
66. C 1.0429
67. H 0.5417
68. H 0.4088
69. C -0.0930
70. C -0.0011
71. H 0.5539
72. H -0.1854
73. C -1.2576
74. N 1.9152
75. C 0.6014
76. O 0.0684
77. C -0.6018
78. H 0.2472
79. H 0.3007
80. H 0.5389
81. C -0.9690
82. H 0.5156
83. C -0.5885
84. Br -0.0230
85. F -0.2732
86. C -0.9238
87. F -0.3186
88. C -0.8094
89. H 0.5197
90. O -0.5713
91. H 0.5143
92. C -0.9486
93. H 0.2665
94. C -1.1077
95. H 0.4329
96. C -1.0158
97. C -0.8306
98. C -1.6282
99. H 0.4948